1.
{"formula": "C19H30BrIN2O5OsSe2", "method": "ωB97M-V/def2-TZVPD", "homo_ev": [-13.01, -13.01], "relative_energy_kcal_mol": 70.5, "gap_ev": [6.98, 6.94], "energy_ha": -8992.334875, "multiplicity": 1, "charge": 2, "symbols": ["H", "O", "H", "C", "H", "O", "O", "C", "I", "H", "Br", "H", "H", "C", "H", "C", "H", "H", "C", "O", "H", "H", "H", "H", "H", "H", "Os", "C", "C", "Se", "H", "Se", "C", "C", "H", "O", "C", "C", "C", "H", "C", "H", "H", "C", "C", "C", "H", "C", "C", "H", "H", "H", "N", "N", "C", "H", "H", "H", "H", "H", "H"], "coordinates": [[5.725, -2.635, 0.474], [0.425, 1.328, -0.848], [-4.436, -2.810, -0.845], [3.832, -2.593, 1.464], [1.529, 1.610, -4.221], [-0.870, 2.632, 6.312], [-0.643, -1.766, -0.677], [-0.443, 0.807, 4.273], [3.165, -0.922, 0.273], [-0.829, 4.061, 3.218], [1.269, -2.558, 2.821], [1.541, 3.174, -3.387], [-3.999, -4.480, -0.475], [-1.518, -4.330, -0.620], [-1.017, 1.434, -4.753], [0.288, 2.802, 5.540], [2.909, -4.636, 3.994], [2.082, 1.777, 3.746], [-1.151, 3.069, 3.533], [-2.051, 0.428, -0.280], [-3.547, -0.736, -1.156], [-2.306, 0.585, -2.334], [-1.878, -4.999, -1.402], [0.388, 0.152, 4.541], [-2.434, 2.101, -1.380], [0.565, 3.862, 5.483], [0.521, -0.365, 0.776], [1.287, 2.371, 3.274], [5.116, -3.076, 1.246], [-1.285, 0.103, 2.640], [-1.205, 0.760, 5.057], [-1.947, 2.201, 1.947], [-2.804, -0.766, -0.350], [5.610, -4.112, 2.021], [6.615, -4.470, 1.852], [1.048, 1.882, 1.958], [4.823, -4.680, 3.010], [-3.788, -3.440, -0.238], [1.312, 2.114, -3.281], [-0.666, 3.147, -4.505], [-1.894, 1.151, -1.494], [1.128, 2.241, 5.967], [1.610, 3.415, 3.241], [3.049, -3.168, 2.452], [-1.865, -1.964, -0.529], [3.538, -4.212, 3.226], [-3.342, -0.846, 0.602], [0.004, 2.260, 4.118], [-0.419, 1.468, -1.748], [5.200, -5.490, 3.614], [-0.520, -3.984, -0.878], [-4.020, -3.272, 0.817], [-2.391, -3.178, -0.509], [-0.084, 1.920, -2.947], [-1.004, 2.236, -4.014], [1.472, 2.445, 1.299], [-2.014, 2.404, -3.657], [-0.729, 2.986, 7.196], [1.939, 1.690, -2.501], [-1.483, -4.863, 0.331], [-1.940, 3.167, 4.280]], "forces_ev_per_angstrom": [[0.1, 0.0, -0.1], [0.5, -1.1, 1.4], [0.0, 0.0, 0.0], [-0.6, 0.2, 0.0], [0.0, 0.0, -0.1], [-0.3, -0.1, 0.2], [1.3, 0.6, 0.8], [0.2, 0.0, 0.0], [0.5, -0.4, -0.2], [0.0, 0.0, -0.1], [-0.2, 0.5, -0.6], [0.0, 0.0, 0.0], [0.0, 0.1, 0.0], [0.5, -0.3, -0.1], [0.0, 0.0, 0.0], [0.4, 0.0, -0.2], [0.0, -0.1, 0.0], [-0.1, 0.1, -0.1], [-0.4, -0.1, 0.0], [-0.3, -0.1, -0.6], [0.0, 0.0, 0.1], [0.0, 0.1, 0.0], [-0.1, 0.0, 0.1], [0.0, -0.1, -0.1], [0.0, -0.1, -0.2], [0.1, -0.1, -0.1], [-0.3, 0.2, 1.1], [-0.1, -0.2, 0.8], [-0.1, 0.3, -0.2], [0.0, -0.4, -0.8], [0.0, -0.2, -0.3], [-0.4, 0.9, 0.2], [0.2, 0.1, 0.1], [-0.1, 0.0, 0.1], [0.0, 0.0, -0.1], [0.5, -0.7, -0.7], [0.0, 0.1, -0.1], [-0.5, 0.1, 0.1], [0.5, 0.0, 0.1], [0.0, 0.0, 0.0], [0.0, -0.1, 0.3], [0.0, 0.1, 0.0], [0.0, -0.1, -0.1], [0.0, 0.2, -0.2], [-0.8, 0.1, 0.4], [-0.3, 0.2, 0.0], [0.0, -0.1, -0.2], [0.1, 0.0, -0.2], [-0.8, -0.2, -0.3], [0.0, -0.1, 0.1], [-0.1, -0.1, 0.0], [0.0, 0.0, 0.0], [0.5, 0.4, -0.2], [0.2, 0.0, 0.5], [-0.4, 0.0, -0.4], [-0.1, 0.0, 0.0], [0.0, 0.0, 0.1], [0.0, 0.0, -0.1], [0.0, 0.1, -0.1], [0.0, 0.0, 0.0], [0.1, 0.0, -0.1]], "lowdin_charge": [0.10, -0.11, 0.10, -0.62, 0.11, -0.04, -0.11, -0.38, 1.06, 0.09, 0.80, 0.11, 0.11, 0.00, 0.11, -0.20, 0.11, 0.14, -0.41, -0.34, 0.15, 0.14, 0.11, 0.08, 0.15, 0.14, 0.67, -0.17, -0.13, 0.67, 0.09, 0.79, -0.12, -0.04, 0.12, -0.23, -0.04, -0.01, 0.00, 0.11, -0.09, 0.14, 0.15, -0.67, -0.40, -0.11, 0.13, -0.55, -0.38, 0.12, 0.09, 0.11, -0.12, -0.12, -0.01, 0.11, 0.09, 0.12, 0.09, 0.11, 0.08]}

=====

2.
{"formula": "C19H30ClN5PtS", "method": "ωB97M-V/def2-TZVPD", "homo_ev": -19.85, "relative_energy_kcal_mol": 0.0, "gap_ev": 5.91, "energy_ha": -1992.045780, "multiplicity": 1, "charge": 4, "symbols": ["C", "H", "N", "H", "C", "H", "H", "Cl", "H", "H", "H", "H", "H", "N", "C", "C", "H", "C", "Pt", "H", "C", "H", "N", "C", "C", "H", "H", "H", "N", "H", "H", "H", "H", "C", "H", "H", "N", "H", "C", "H", "C", "C", "C", "H", "S", "H", "H", "C", "H", "H", "H", "C", "C", "C", "H", "C", "C"], "coordinates": [[-2.488, 0.830, 2.535], [0.943, 0.474, 2.516], [-0.650, 0.019, -1.888], [4.162, 5.884, -1.066], [3.612, 5.910, -0.120], [-1.915, -2.720, 4.088], [-0.783, 0.980, -2.204], [-2.706, 2.432, 2.056], [-4.485, 0.648, 3.274], [-2.313, -4.134, -2.011], [-0.861, -4.420, -1.068], [-4.130, -1.598, 4.193], [5.492, 1.437, 1.609], [2.359, 1.961, 0.851], [-2.052, -1.765, 3.599], [-1.743, -0.841, -2.512], [-0.036, 2.016, 2.270], [-0.573, -3.114, -2.779], [-0.573, 0.202, 0.221], [0.272, -0.217, -2.260], [-2.624, -1.458, -1.438], [-3.503, -1.899, -1.913], [-0.368, -4.220, -3.799], [-3.526, 0.160, 3.151], [-3.312, -1.107, 3.676], [0.141, -2.210, -0.312], [0.440, -2.870, -2.446], [-2.997, -0.688, -0.760], [-0.744, -1.955, 0.125], [0.080, -5.048, -3.387], [-1.258, -4.533, -4.205], [5.077, 3.935, 1.168], [4.273, 6.344, 0.629], [-0.001, 0.937, 2.259], [-2.343, -0.155, -3.109], [-0.711, -2.418, 1.029], [1.993, 4.081, -0.048], [4.083, 0.369, 1.826], [3.240, 4.525, 0.262], [1.355, 4.730, -0.501], [4.074, 3.632, 0.899], [-1.027, -1.154, 2.962], [1.592, 2.817, 0.238], [-0.534, -1.477, -4.206], [-0.040, 2.435, -0.320], [-0.037, -1.600, 2.954], [4.456, 1.643, 3.003], [-1.889, -2.542, -0.672], [0.226, -3.919, -4.581], [-2.092, -2.259, -4.033], [2.742, 6.553, -0.246], [-1.412, -3.653, -1.619], [-1.171, 0.181, 2.385], [-1.216, -1.916, -3.473], [-2.569, -2.987, 0.053], [4.456, 1.383, 1.940], [3.611, 2.355, 1.202]], "forces_ev_per_angstrom": [[-0.1, 0.2, 0.0], [0.0, 0.1, -0.1], [0.1, 0.1, 0.0], [0.0, 0.0, 0.0], [0.0, 0.0, 0.0], [0.0, 0.0, 0.0], [0.0, 0.0, 0.0], [0.0, -0.2, 0.0], [0.0, 0.0, 0.0], [0.0, 0.0, 0.0], [0.0, 0.0, 0.0], [0.0, 0.0, 0.0], [0.0, 0.0, 0.0], [0.1, 0.0, 0.0], [0.1, 0.0, -0.1], [0.0, 0.0, -0.1], [-0.1, 0.0, 0.0], [0.0, 0.0, 0.0], [0.5, 0.0, -0.1], [0.0, -0.1, 0.1], [0.0, 0.0, 0.0], [0.0, 0.0, 0.0], [0.0, 0.0, 0.0], [0.0, 0.1, 0.0], [0.0, 0.0, 0.0], [0.0, 0.0, 0.1], [0.0, 0.0, 0.0], [0.0, 0.0, 0.0], [-0.1, 0.1, -0.1], [0.0, 0.0, 0.0], [0.0, 0.0, 0.0], [0.0, 0.0, 0.0], [0.0, 0.0, 0.0], [0.1, -0.1, 0.1], [0.0, 0.0, 0.0], [-0.1, 0.0, 0.0], [0.1, 0.0, 0.1], [0.0, 0.0, 0.0], [0.0, 0.0, 0.0], [0.0, -0.1, 0.0], [0.0, -0.1, 0.0], [-0.1, -0.2, 0.2], [-0.1, -0.1, -0.2], [0.0, 0.0, 0.0], [-0.3, 0.0, 0.1], [0.0, 0.0, 0.0], [0.0, 0.0, 0.0], [0.0, -0.1, 0.1], [0.0, 0.0, 0.0], [0.0, 0.0, 0.0], [0.0, 0.0, 0.0], [0.0, 0.0, 0.0], [-0.1, 0.1, 0.1], [0.0, 0.1, -0.1], [0.0, 0.0, 0.0], [0.1, 0.0, 0.0], [-0.1, 0.1, 0.0]], "lowdin_charge": [-0.56, 0.10, -0.06, 0.13, 0.04, 0.15, 0.05, 0.91, 0.14, 0.15, 0.14, 0.16, 0.11, 0.11, 0.01, -0.28, 0.06, -0.27, 0.96, 0.12, -0.11, 0.15, 0.25, -0.03, 0.10, 0.11, 0.16, 0.12, -0.01, 0.19, 0.19, 0.16, 0.12, -0.06, 0.17, 0.09, 0.14, 0.09, -0.19, 0.17, 0.08, -0.03, -0.67, 0.15, 0.71, 0.14, 0.12, -0.29, 0.19, 0.15, 0.11, -0.08, -0.42, -0.08, 0.16, 0.01, -0.23]}

=====

no.,largest force on an atom (eV/A)
1,1.800
2,0.473